# 1
Below is a 9-piece molecular cluster, C44H35Cl8F7 overall at a distorted geometry, with properties calculated with ωB97M-V with the def2-TZVPD basis set.

Frontier orbital gap (spin up / spin down): 2.59 / 8.43 eV
LUMO energy (spin up / spin down): 0.0707 / 0.0706 hartree
Charge: -1
Expectation value of S²: 0.752
2S+1: 2

Element x y z (Å)
F 3.16511 2.60146 5.02986
C 3.53410 2.42737 3.75136
C 2.74701 1.68280 2.86862
C 3.10404 1.42012 1.53421
C 4.27837 1.92390 1.08443
C 5.08926 2.77308 1.89095
C 4.74513 2.95318 3.21003
H 1.85973 1.22990 3.28579
H 2.48417 0.75046 0.95652
H 4.67955 1.75993 0.09521
H 5.88958 3.31256 1.40635
H 5.24319 3.68884 3.82415
F -0.83410 0.61646 3.63940
C -0.85010 0.30897 4.94244
C 0.33928 0.04748 5.58099
C 0.40901 0.02852 6.98928
C -0.84959 0.14395 7.65621
C -2.04702 0.38660 7.02007
C -2.06690 0.41995 5.63046
H 1.28213 -0.06207 5.06580
H 1.32240 -0.05026 7.56018
H -0.82140 0.13058 8.73576
H -2.93140 0.60627 7.59974
H -2.96830 0.47835 5.03846
F -1.30302 -1.05365 -2.45918
C -1.00371 -0.07241 -1.55990
C -0.25949 -0.37351 -0.38765
C -0.04874 0.60096 0.62789
C -0.41820 1.93455 0.29812
C -0.97797 2.23377 -0.91540
C -1.20854 1.23759 -1.88048
H -0.05074 -1.40900 -0.16273
H 0.51839 0.32837 1.50565
H -0.14507 2.76932 0.92658
H -1.26215 3.24743 -1.15653
H -1.55781 1.44220 -2.88175
F 2.09746 -1.07818 2.64067
C 2.56471 -2.26099 3.12106
C 2.35065 -3.51016 2.46588
C 2.58027 -4.74040 3.08418
C 3.02998 -4.69496 4.46684
C 3.25730 -3.44365 5.09792
C 3.05913 -2.24863 4.42952
H 1.89979 -3.54831 1.48523
H 2.40129 -5.69552 2.61291
H 3.22444 -5.63423 4.96320
H 3.72017 -3.43293 6.07364
H 3.17070 -1.27649 4.88659
F 2.25015 -0.38568 -3.89603
C 2.91870 -1.32710 -3.19189
C 3.77720 -2.17646 -3.93334
C 4.60979 -3.11237 -3.33584
C 4.57269 -3.13387 -1.97101
C 3.71409 -2.36617 -1.21913
C 2.89270 -1.39262 -1.81873
H 3.76413 -2.29554 -5.00668
H 5.10760 -3.78431 -4.01927
H 5.23659 -3.86397 -1.53216
H 3.78277 -2.50354 -0.15011
H 2.13887 -0.83242 -1.28552
F -5.84111 -5.60842 -3.41277
C -4.53889 -5.53510 -3.75807
C -4.10654 -6.38895 -4.78899
C -2.77046 -6.30966 -5.19609
C -1.87981 -5.39678 -4.58810
C -2.42140 -4.57904 -3.58418
C -3.69696 -4.69517 -3.10087
H -4.74943 -7.12478 -5.24904
H -2.54893 -7.01268 -5.98545
H -0.83795 -5.32921 -4.86442
H -1.75907 -3.79837 -3.24027
H -3.99808 -4.03178 -2.30361
F -3.50482 4.06528 -0.60228
C -4.32337 5.12735 -0.73365
C -5.25058 5.42032 0.26372
C -6.13497 6.46007 0.11697
C -6.10292 7.23745 -1.07602
C -5.12439 6.94632 -1.99470
C -4.22132 5.88522 -1.87594
H -5.45632 4.79457 1.11959
H -6.81612 6.62306 0.93909
H -6.71291 8.12384 -1.16889
H -4.98609 7.65113 -2.80124
H -3.50017 5.67136 -2.65092
C -0.01650 5.40729 -3.69200
Cl -1.10426 4.04780 -4.09217
Cl -0.86874 6.60570 -2.61703
Cl 1.33616 4.72486 -2.75880
Cl 0.60719 6.33838 -5.11156
C -1.19405 -1.35821 -6.29752
Cl -0.22352 -1.99398 -4.89186
Cl -0.37625 -1.98006 -7.75683
Cl -2.80878 -2.09755 -6.26143
Cl -1.27566 0.38460 -6.30344

Cartesian forces, eV/Å:
0.19 0.12 -0.13
0.94 -0.78 -3.08
-0.23 0.04 1.22
-0.12 -0.24 1.33
1.92 1.29 -0.35
-1.43 -1.03 -0.34
-1.16 1.00 1.40
-0.26 0.10 -0.12
0.08 0.23 -0.15
-0.44 -0.20 -0.28
0.28 -0.11 0.32
0.46 -0.09 0.12
-0.03 -0.52 -0.34
-0.77 0.38 0.82
1.38 0.21 1.35
-3.05 -0.17 -0.70
2.05 0.36 0.63
0.23 -0.23 -0.72
0.68 -0.20 -0.47
-0.20 0.19 -0.51
0.06 -0.19 -0.22
-0.12 0.04 0.17
-0.15 -0.30 -0.04
-0.11 0.43 0.08
0.09 0.35 0.72
1.92 0.04 1.16
-1.46 0.11 0.91
-0.26 0.27 -2.68
0.78 -0.87 0.79
-0.32 -0.40 -0.99
-0.67 0.19 -0.05
0.18 -0.21 -0.08
-0.34 0.09 0.09
-0.18 -0.08 0.41
0.26 0.08 -0.09
-0.26 0.41 0.03
0.47 -1.08 -0.39
-0.53 -1.75 1.02
-0.35 0.76 -0.18
0.93 1.55 3.01
-0.34 0.94 -1.86
0.49 -1.55 -0.80
-0.67 0.26 -1.08
0.05 0.37 -0.22
-0.05 0.15 -0.20
0.02 0.09 0.25
-0.26 0.01 0.22
0.23 -0.04 0.24
-0.08 -0.44 0.63
1.60 -0.31 -1.41
-0.49 -0.33 -0.32
-1.65 1.46 -0.80
1.04 -1.46 0.64
0.15 0.68 -0.07
-0.32 -0.81 0.04
-0.45 0.93 -0.24
0.48 -0.13 0.50
-0.08 0.01 0.70
-0.36 0.24 0.15
0.22 0.28 0.23
-0.08 0.06 0.24
-0.51 -1.65 -1.01
0.67 0.91 0.66
-0.37 0.13 0.57
-1.68 -0.55 -0.04
2.12 -0.23 -0.87
-0.08 0.94 0.11
-0.28 0.19 0.08
0.74 0.14 -0.09
-0.07 0.14 -0.14
-0.10 0.04 0.53
-0.37 -0.09 -0.01
-0.15 0.01 0.28
-0.03 -0.09 -0.12
-0.34 -0.57 0.06
0.01 0.72 -1.36
0.28 -0.50 1.93
0.43 0.44 -0.54
-0.66 0.25 0.24
0.75 -0.31 0.08
-0.27 0.27 -0.18
-0.15 -0.06 -0.15
-0.07 -0.18 -0.38
0.17 -0.02 0.13
0.57 0.57 0.64
-1.77 -1.93 -0.94
-0.98 1.20 1.22
1.43 -0.58 0.79
0.72 0.72 -1.73
0.50 -1.00 0.29
-0.53 0.50 -0.82
-0.02 0.30 -0.08
0.09 0.29 0.19
0.05 -0.21 0.18


# 2
Below is C18H13CoN3O4 as an isolated structure, with properties calculated with ωB97M-V with the def2-TZVPD basis set.

Frontier orbital gap (spin up / spin down): 6.79 / 6.66 eV
LUMO energy (spin up / spin down): -0.0523 / -0.0573 hartree
Expectation value of S²: 3.760
Relative energy (zero: lowest compared OMol25 entry of this formula, charge and spin): 0.000 eV
2S+1: 4

Element x y z (Å)
Co -0.01034 -1.31497 -0.10855
O -1.13219 5.48354 -0.10267
C 0.00322 4.98887 -0.11176
O 1.14053 5.47911 -0.10282
C 0.00048 3.43629 -0.14033
C -1.20419 2.73771 -0.17050
C -1.17215 1.35847 -0.19389
N -0.00617 0.70158 -0.16999
C 1.16304 1.35333 -0.19286
C 1.20174 2.73222 -0.16956
C 2.33408 0.45323 -0.30773
C 3.64462 0.89949 -0.35421
C 4.66171 -0.02861 -0.50518
C 4.34699 -1.37553 -0.60374
C 3.01730 -1.74797 -0.54233
N 2.03432 -0.85854 -0.40016
C -2.34722 0.46374 -0.31026
C -3.65569 0.91555 -0.35878
C -4.67642 -0.00819 -0.51218
C -4.36732 -1.35634 -0.61136
C -3.03923 -1.73452 -0.54763
N -2.05307 -0.84924 -0.40263
H -2.11376 3.32250 -0.18636
H 2.11394 3.31293 -0.18485
H 3.86209 1.95463 -0.27744
H 5.69183 0.29865 -0.54686
H 5.11467 -2.12550 -0.72573
H 2.71444 -2.78580 -0.61071
H -3.86889 1.97157 -0.28192
H -5.70511 0.32335 -0.55557
H -5.13787 -2.10295 -0.73564
H -2.74036 -2.77345 -0.61688
C 0.05284 -3.10519 2.49979
O 0.01391 -3.96429 1.37364
C -0.01924 -3.33488 0.15885
O -0.05237 -4.03612 -0.82700
H 0.06870 -3.74050 3.38144
H -0.83133 -2.46224 2.55052
H 0.95247 -2.48193 2.50386

Cartesian forces, eV/Å:
-0.01 -0.38 -0.10
-0.07 0.05 0.00
0.00 0.03 0.00
0.07 0.05 0.00
-0.02 -0.17 -0.01
0.09 0.05 0.00
0.30 0.05 0.01
0.01 0.14 0.01
-0.30 0.05 0.01
-0.09 0.06 0.00
0.06 -0.21 0.01
-0.03 0.02 0.02
-0.03 -0.06 0.00
0.06 0.06 0.01
-0.03 -0.03 0.00
0.24 0.15 -0.10
-0.07 -0.21 0.01
0.03 0.03 0.02
0.03 -0.07 0.00
-0.06 0.07 0.01
0.03 -0.04 0.00
-0.23 0.15 -0.10
0.00 0.03 0.00
0.00 0.03 0.00
0.00 0.01 0.00
0.00 0.00 0.00
-0.01 -0.01 0.00
-0.03 0.00 -0.01
0.00 0.01 0.00
0.00 0.00 0.00
0.01 -0.01 0.00
0.03 0.00 -0.01
0.00 0.04 0.08
0.00 -0.28 0.05
0.00 0.37 0.19
0.00 0.05 -0.05
0.00 -0.01 -0.01
0.00 -0.01 -0.02
-0.01 -0.01 -0.02


# 3
Below is C24H56Cl2O20P3Pb as an isolated structure at a distorted geometry, with properties calculated with ωB97M-V with the def2-TZVPD basis set.

Frontier orbital gap: 8.54 eV
LUMO energy: -0.1206 hartree
Charge: +1

Element x y z (Å)
Pb -0.30092 -2.89782 -2.52863
C 0.97863 -0.16345 0.46161
C 0.36644 -1.05444 -0.55970
O -0.17136 -2.16044 -0.25393
O 0.35152 -0.68078 -1.77056
H 0.27781 0.67511 0.56718
H 1.90751 0.21339 0.04124
H 1.02780 -0.53426 1.48078
C 2.41942 -4.15661 1.00047
Cl 3.35174 -5.58041 0.50164
Cl 3.32680 -3.22737 2.21360
H 2.25585 -3.46026 0.18423
H 1.47348 -4.49933 1.40441
C 0.78213 -0.09749 -7.98574
O 0.59578 -1.06880 -6.96496
P -0.39566 -0.77342 -5.74955
O -0.11200 -1.67696 -4.61447
O -0.24352 0.74914 -5.39086
C 0.54978 1.20341 -4.31062
O -1.81957 -0.81731 -6.40169
C -2.21703 -1.89715 -7.27547
H 0.82717 0.93119 -7.62477
H 0.01567 -0.20378 -8.75271
H 1.75340 -0.22067 -8.46638
H 0.05210 1.25356 -3.34133
H 0.95047 2.18213 -4.56327
H 1.40840 0.56455 -4.07578
H -2.73341 -1.42183 -8.10410
H -2.86664 -2.57964 -6.73296
H -1.37102 -2.46404 -7.66141
C -3.18404 0.47793 -0.73526
O -4.06353 -0.08901 -1.74000
P -3.44531 -0.88355 -2.95115
O -2.58549 -2.05379 -2.65050
O -4.72510 -1.25790 -3.80670
C -5.12062 -2.63456 -3.89323
O -2.65323 0.22711 -3.74717
C -3.30359 1.25041 -4.51943
H -2.23946 0.78629 -1.19703
H -2.92976 -0.23161 0.04797
H -3.69103 1.38057 -0.41669
H -5.17958 -3.08420 -2.90223
H -4.46144 -3.20518 -4.54401
H -6.12822 -2.68129 -4.30063
H -3.15167 2.22269 -4.04663
H -4.37947 1.08586 -4.53705
H -2.85432 1.28620 -5.50524
C -2.97556 -3.51585 1.32292
O -3.34346 -3.09360 2.63954
P -2.20045 -3.19102 3.75038
O -1.61159 -4.52187 3.92293
O -2.92665 -2.64782 5.04800
C -3.87285 -1.58190 5.07497
O -1.21488 -2.00330 3.32491
C 0.13661 -1.97578 3.76717
H -2.53551 -2.69299 0.76184
H -3.87836 -3.94833 0.89406
H -2.26291 -4.34679 1.31320
H -4.70551 -1.90859 5.69273
H -4.26492 -1.38655 4.07469
H -3.42810 -0.66056 5.44624
H 0.41635 -1.02923 4.22494
H 0.81296 -2.19245 2.93415
H 0.34252 -2.79590 4.46228
O 5.89695 0.72706 2.83032
C 5.52554 1.57673 2.06457
O 4.79149 1.30525 0.96973
C 4.62626 -0.05408 0.59466
C 4.42342 -0.17250 -0.89471
C 5.74151 3.06606 2.24985
H 3.75351 -0.47355 1.10491
H 5.46016 -0.68598 0.90067
H 4.00098 -1.15849 -1.12028
H 5.34725 -0.09374 -1.46860
H 3.70101 0.51676 -1.33997
H 5.56869 3.56057 1.29814
H 6.81276 3.15382 2.44474
H 5.17191 3.41682 3.10315
O 2.36980 1.25814 4.35596
C 3.11304 1.91354 3.65724
O 4.34942 2.23776 3.97072
C 4.91769 1.68851 5.18249
C 6.39803 1.90675 5.17498
C 2.69376 2.40960 2.28881
H 4.66484 0.62649 5.17821
H 4.41075 2.13099 6.04006
H 6.70665 2.94519 5.06497
H 6.90116 1.30787 4.41466
H 6.78039 1.54671 6.13359
H 1.61714 2.49457 2.21440
H 3.05732 1.68041 1.56360
H 3.21692 3.35936 2.16785
O -2.62138 4.91374 2.34283
C -3.38910 4.22035 1.73547
O -3.23614 2.89901 1.52947
C -2.00391 2.30304 1.92471
C -2.21871 1.21658 2.95811
C -4.69713 4.72057 1.17443
H -1.31810 3.01976 2.37375
H -1.53894 1.83308 1.05507
H -2.64313 1.63175 3.87849
H -1.23558 0.82716 3.22614
H -2.92091 0.42484 2.69610
H -4.52596 5.70901 0.75103
H -5.48017 4.76362 1.92573
H -5.02180 4.08720 0.34773

Cartesian forces, eV/Å:
-0.54 1.18 0.12
-0.68 0.71 0.07
-0.56 -0.50 0.12
0.20 -0.25 0.13
0.21 -0.42 -0.51
0.24 0.17 -0.30
0.03 0.10 0.34
0.41 -0.54 -0.21
0.29 0.08 0.18
-0.23 0.23 -0.21
-0.18 -0.03 0.06
0.05 -0.32 -0.21
0.05 0.08 0.19
0.43 0.70 -0.97
0.00 -0.06 1.18
0.78 0.56 -0.71
-0.11 -0.44 -0.08
-0.64 -0.47 -0.34
1.37 0.30 1.26
0.03 -0.10 0.30
-0.03 0.00 -0.15
-0.45 -0.14 0.32
-0.09 0.08 0.08
-0.06 -0.60 0.19
-0.68 0.01 -0.42
-0.23 0.03 -0.18
-0.12 -0.19 -0.54
-0.15 -0.16 0.02
-0.12 0.12 0.01
0.15 0.16 0.08
0.44 0.48 -0.70
0.20 -0.93 0.11
-0.65 1.23 -0.53
0.65 -0.25 0.29
0.74 0.17 0.32
-0.63 -0.53 0.14
0.17 -0.80 -0.07
-0.40 0.67 0.34
-0.06 -0.03 -0.11
-0.48 -0.05 0.13
0.00 -0.16 0.54
0.24 -0.01 -0.03
0.16 0.10 0.10
0.08 0.34 -0.12
0.20 -0.16 0.16
0.05 -0.12 -0.33
-0.14 -0.26 -0.05
-0.17 -0.68 -0.14
0.62 0.12 0.13
-0.27 0.15 0.57
0.15 0.62 -0.11
0.17 -0.45 -0.22
-0.35 0.09 -0.54
-0.37 -0.10 -0.30
0.96 -0.97 0.13
-0.26 0.07 -0.09
-0.06 0.47 -0.30
0.14 0.16 0.43
0.10 0.12 0.17
0.03 -0.04 0.03
0.13 -0.14 0.21
-0.33 0.13 -0.06
-0.26 0.29 -0.12
-0.20 0.21 0.18
0.27 -0.82 -1.50
0.22 0.28 0.39
1.14 -0.10 -0.98
-0.37 -0.82 -0.02
-0.23 -0.29 -0.74
1.61 -0.20 -1.60
0.01 0.19 0.20
0.15 0.32 0.15
0.21 -0.09 0.16
0.04 0.13 0.14
0.09 0.30 0.35
-0.24 0.28 0.08
-0.01 0.20 0.18
0.69 0.61 -1.01
0.35 -0.04 0.08
-1.88 -0.64 0.06
-1.62 -0.25 2.42
-0.54 -0.52 -0.05
0.93 -0.26 0.65
0.36 0.09 0.69
0.15 0.02 0.09
0.05 0.16 -0.07
-0.19 0.11 0.08
-0.21 0.34 0.32
-0.04 0.19 0.11
-0.10 0.18 0.25
-0.45 0.57 0.19
-0.38 -0.01 -0.63
0.28 -0.20 -0.14
-0.67 0.58 0.51
0.21 -0.16 -0.39
0.26 -0.83 0.73
-0.36 0.30 0.77
0.30 -0.13 -0.86
-0.15 0.31 -0.36
-0.10 0.37 -0.28
0.16 0.22 -0.07
-0.12 -0.33 -0.06
0.30 -0.12 -0.47
-0.06 0.11 0.30
0.09 0.01 0.15
-0.12 -0.11 0.19